# 1
Entry from the OMol25 dataset: a 2-piece molecular cluster, C22H26N3O4 overall (ωB97M-V/def2-TZVPD).

Each line ends with the Mulliken charge.
Geometry (Å):
N: -1.524 1.755 -0.307  -0.22
C: -1.046 2.965 -0.416  0.47
N: -1.606 3.986 0.205  -0.23
C: -0.613 4.897 0.889  -0.99
C: 0.739 4.218 0.903  -0.39
O: 1.686 5.055 1.520  -0.57
C: 1.121 3.994 -0.528  0.22
C: 2.522 3.479 -0.788  -1.44
C: 2.992 2.394 0.167  -0.82
C: 2.813 0.978 -0.384  0.08
C: 3.780 0.015 0.260  -0.77
O: 3.739 -1.203 -0.463  -0.49
N: 0.080 3.124 -1.192  -0.32
H: -1.184 1.054 -0.950  0.19
H: -2.165 1.528 0.437  0.19
H: -2.279 3.661 0.890  0.32
H: -0.943 5.149 1.879  0.39
H: -0.504 5.778 0.282  0.40
H: 0.690 3.294 1.471  0.64
H: 1.841 4.724 2.415  0.45
H: 1.044 4.969 -0.995  0.47
H: 2.524 3.089 -1.794  0.55
H: 3.192 4.323 -0.780  0.49
H: 4.047 2.540 0.341  0.53
H: 2.527 2.439 1.144  0.34
H: 3.012 0.977 -1.448  0.32
H: 1.808 0.629 -0.178  -0.15
H: 3.466 -0.112 1.293  0.35
H: 4.778 0.430 0.264  0.35
H: 3.661 -1.918 0.182  0.32
H: -0.177 3.572 -2.066  0.34
C: -4.299 -2.490 2.406  -0.59
C: -4.860 -3.634 1.848  -0.50
C: -4.180 -4.332 0.865  -0.58
C: -2.940 -3.886 0.428  0.16
C: -2.385 -2.726 0.974  0.20
C: -3.067 -2.037 1.970  -0.44
C: -1.078 -2.205 0.490  0.45
O: -0.598 -1.186 0.959  -0.72
C: -0.382 -2.948 -0.595  0.06
C: 0.816 -2.454 -1.092  -0.53
C: 1.480 -3.128 -2.100  -0.56
C: 0.953 -4.311 -2.610  -0.52
C: -0.241 -4.811 -2.119  -0.71
C: -0.918 -4.129 -1.116  0.53
C: -2.217 -4.662 -0.620  0.52
O: -2.677 -5.693 -1.058  -0.64
H: -4.828 -1.952 3.182  0.40
H: -5.827 -3.981 2.183  0.42
H: -4.609 -5.225 0.432  0.49
H: -2.628 -1.148 2.401  0.52
H: 1.230 -1.542 -0.687  0.64
H: 2.412 -2.735 -2.485  0.48
H: 1.477 -4.843 -3.393  0.41
H: -0.654 -5.728 -2.514  0.50

Summary:
Charge: +1
E (eV): -35890.3738

---

# 2
Entry from the OMol25 dataset: C22H26N3O4S3SbSeTi as an isolated structure (ωB97M-V/def2-TZVPD).

Each line ends with the Mulliken charge.
Geometry (Å):
Ti: 10.322 8.847 14.003  0.16
O: 9.117 11.460 16.806  -0.48
C: 9.728 10.542 16.122  0.77
O: 9.542 10.413 14.895  -0.01
C: 10.673 9.596 16.743  0.28
C: 10.713 9.164 18.077  -0.62
C: 11.430 7.975 18.394  -0.38
C: 11.926 7.147 17.367  -0.42
C: 11.858 7.609 16.093  0.60
N: 11.313 8.816 15.768  -0.43
C: 12.230 6.705 14.914  0.35
O: 12.930 5.708 14.836  -0.60
O: 11.318 7.025 13.957  -0.31
H: 8.668 12.116 16.225  0.39
H: 10.249 9.761 18.872  0.44
H: 11.592 7.670 19.412  0.46
H: 12.343 6.161 17.615  0.43
S: 10.268 5.592 10.548  -0.57
Sb: 10.000 5.519 12.805  0.65
S: 8.563 7.469 13.751  -0.44
S: 10.891 9.629 12.101  -0.37
C: 5.906 13.498 13.602  -1.13
C: 5.113 12.559 12.667  -0.23
C: 4.846 11.137 13.296  -0.89
C: 6.077 10.213 13.457  -0.76
N: 6.433 9.507 12.212  1.06
C: 7.517 9.730 11.401  -1.10
Se: 8.651 11.172 11.571  -0.15
N: 7.582 8.755 10.469  1.29
C: 8.507 8.714 9.346  -1.07
C: 8.241 9.855 8.308  -0.76
C: 6.764 10.101 7.870  -0.17
C: 6.180 8.897 7.101  -1.17
C: 6.625 7.773 10.767  -0.04
C: 6.414 6.502 10.267  -0.46
C: 5.404 5.713 10.881  -0.84
C: 4.675 6.224 11.981  -0.78
C: 4.891 7.508 12.483  -0.69
C: 5.901 8.254 11.886  0.76
H: 5.843 14.534 13.329  0.40
H: 6.934 13.207 13.649  0.20
H: 5.491 13.474 14.638  0.28
H: 5.692 12.391 11.748  0.08
H: 4.143 12.929 12.381  0.40
H: 4.103 10.578 12.749  0.42
H: 4.381 11.316 14.270  0.50
H: 5.863 9.439 14.184  0.48
H: 6.948 10.776 13.805  0.00
H: 8.378 7.754 8.859  0.47
H: 9.532 8.749 9.735  0.10
H: 8.881 9.590 7.464  0.57
H: 8.620 10.742 8.770  0.32
H: 6.782 10.982 7.200  0.42
H: 6.123 10.417 8.740  0.05
H: 6.903 8.468 6.419  0.31
H: 5.290 9.170 6.558  0.39
H: 5.963 8.067 7.769  0.20
H: 6.979 6.084 9.422  0.41
H: 5.209 4.723 10.493  0.44
H: 3.942 5.618 12.497  0.40
H: 4.333 7.904 13.346  0.39

Summary:
Charge: 0
Energy relative to the best compared isomer or geometry (same formula, charge and spin) (kcal per mole): 18.8

---

# 3
Entry from the OMol25 dataset: one molecule with the formula C22H26N4O5S (ωB97M-V/def2-TZVPD).

Each line ends with the Mulliken charge.
Geometry (Å):
C: -5.625 -1.075 1.161  -1.22
H: -6.210 -0.978 2.071  0.42
H: -5.548 -2.129 0.907  0.31
H: -6.142 -0.556 0.357  0.30
C: -4.236 -0.483 1.379  -0.96
N: -3.438 -0.585 0.185  0.59
C: -2.736 -1.669 -0.248  0.57
N: -2.186 -1.425 -1.412  -0.55
N: -2.509 -0.169 -1.755  -0.68
C: -3.254 0.334 -0.814  0.69
C: -3.711 1.748 -0.727  -1.00
O: -3.199 2.360 0.445  -0.55
C: -1.810 2.413 0.502  0.01
C: -1.099 3.334 -0.258  -0.25
C: 0.271 3.417 -0.137  -0.94
C: 0.964 2.574 0.736  0.83
C: 0.251 1.639 1.478  -0.32
C: -1.125 1.565 1.359  -0.24
H: -1.673 0.850 1.954  0.37
H: 0.754 0.961 2.149  0.43
O: 2.309 2.754 0.796  -0.45
C: 3.039 2.036 1.764  -0.81
H: 3.003 0.958 1.579  0.23
H: 2.675 2.250 2.774  0.43
H: 4.066 2.384 1.670  0.21
H: 0.834 4.143 -0.703  0.42
H: -1.626 3.996 -0.929  0.46
H: -3.383 2.268 -1.634  0.37
H: -4.800 1.815 -0.640  0.39
S: -2.586 -3.125 0.683  -0.13
C: -1.287 -3.965 -0.280  -0.90
H: -1.528 -3.824 -1.332  0.33
H: -1.356 -5.014 0.005  0.46
C: 0.104 -3.441 0.077  0.70
O: 0.814 -4.031 0.862  -0.66
N: 0.410 -2.296 -0.571  0.03
C: 1.609 -1.578 -0.548  0.00
C: 2.745 -1.993 0.119  -0.27
C: 3.924 -1.248 0.040  0.51
C: 3.950 -0.088 -0.717  -0.73
C: 2.803 0.343 -1.374  -0.55
C: 1.629 -0.379 -1.293  0.47
O: 0.445 -0.043 -1.887  -0.31
C: 0.412 1.039 -2.782  -1.00
H: 0.648 1.982 -2.279  0.29
H: -0.615 1.065 -3.143  0.22
H: 1.101 0.884 -3.619  0.44
H: 2.846 1.257 -1.943  0.36
H: 4.846 0.505 -0.808  0.41
O: 4.983 -1.750 0.743  -0.46
C: 6.210 -1.071 0.676  -0.80
H: 6.134 -0.056 1.083  0.27
H: 6.902 -1.650 1.286  0.25
H: 6.589 -1.021 -0.350  0.33
H: 2.738 -2.902 0.696  0.63
H: -0.305 -1.874 -1.169  0.10
H: -3.721 -1.031 2.174  0.53
H: -4.302 0.574 1.650  0.44

Summary:
Structure (SMILES): CCn1c(COc2ccc(OC)cc2)nnc1SCC(=O)Nc1cc(OC)ccc1OC
Charge: 0
Energy relative to the best compared isomer or geometry (same formula, charge and spin) (kcal per mole): 77.4

---

# 4
Entry from the OMol25 dataset: one molecule with the formula C22H26N4O7S2 (ωB97M-V/def2-TZVPD).

Each line ends with the Mulliken charge.
Geometry (Å):
C: 4.627 0.169 4.459  -0.81
H: 5.571 0.289 4.988  0.24
H: 3.836 0.687 5.010  0.31
H: 4.386 -0.896 4.387  0.33
O: 4.830 0.740 3.188  -0.48
C: 3.806 0.714 2.294  0.87
C: 2.546 0.180 2.533  -0.84
C: 1.579 0.207 1.542  0.04
C: 1.849 0.743 0.290  -0.30
C: 3.112 1.288 0.056  -0.54
C: 4.070 1.281 1.045  -1.02
H: 5.047 1.703 0.871  0.44
H: 3.345 1.720 -0.904  0.40
N: 0.898 0.666 -0.743  0.34
S: -0.172 -0.645 -0.779  1.94
O: -0.618 -0.644 -2.147  -0.96
O: -1.127 -0.446 0.276  -0.57
C: 0.952 -1.955 -0.468  1.46
C: 2.034 -2.221 -1.266  -0.58
O: 2.694 -3.265 -0.761  -0.19
N: 2.057 -3.703 0.358  -0.88
C: 1.013 -2.948 0.554  0.23
C: 0.063 -3.170 1.662  -1.05
H: 0.083 -2.335 2.358  0.19
H: 0.318 -4.089 2.181  0.44
H: -0.935 -3.232 1.233  0.20
C: 2.528 -1.551 -2.488  -1.32
H: 1.693 -1.068 -2.988  0.24
H: 3.267 -0.794 -2.222  0.23
H: 3.000 -2.278 -3.145  0.49
C: 0.544 1.843 -1.502  -0.98
H: 1.439 2.353 -1.865  0.43
H: -0.024 1.489 -2.367  0.47
C: -0.330 2.885 -0.784  0.63
O: -0.311 4.050 -1.127  -0.71
N: -1.093 2.404 0.213  0.33
H: -1.146 1.401 0.350  -0.09
C: -2.122 3.191 0.856  -0.87
H: -2.233 2.814 1.874  0.41
H: -1.781 4.228 0.884  0.49
C: -3.480 3.114 0.113  -1.18
C: -3.659 1.723 -0.421  0.21
C: -3.343 1.457 -1.748  -0.46
C: -3.209 0.154 -2.194  -0.23
C: -3.390 -0.886 -1.305  0.50
C: -3.827 -0.643 -0.016  -1.07
C: -3.970 0.661 0.423  -0.26
H: -4.262 0.856 1.445  0.46
H: -3.990 -1.481 0.642  0.45
S: -2.795 -2.535 -1.652  1.20
O: -1.586 -2.754 -0.896  -0.49
O: -3.860 -3.473 -1.460  -0.73
N: -2.347 -2.595 -3.248  -0.64
H: -1.562 -1.976 -3.389  0.36
H: -3.108 -2.439 -3.889  0.31
H: -2.909 -0.038 -3.212  0.34
H: -3.142 2.276 -2.423  0.41
H: -3.473 3.826 -0.712  0.33
H: -4.276 3.386 0.806  0.47
H: 0.595 -0.183 1.742  0.64
H: 2.297 -0.254 3.488  0.41

Summary:
Structure (SMILES): COc1ccc(N(CC(=O)NCCc2ccc(S(N)(=O)=O)cc2)S(=O)(=O)c2c(C)noc2C)cc1
Charge: 0
Energy relative to the best compared isomer or geometry (same formula, charge and spin) (kcal per mole): 11.5